Computed, not measured: a cluster of 3 separate species, C3H13NO3 in total in a non-equilibrium geometry, with ωB97M-V with the def2-TZVPD basis set.

Geometry (Å):
C1 1.012 2.038 1.387
C2 0.838 0.520 1.803
C3 2.054 -0.308 1.273
O1 1.525 -1.289 0.289
N1 -0.103 2.432 0.544
H1 1.983 2.288 0.940
H2 0.928 2.611 2.331
H3 -0.154 0.237 1.489
H4 1.015 0.556 2.891
H5 2.762 -0.651 2.028
H6 2.626 0.343 0.624
H7 1.802 -2.081 0.765
H8 -0.896 1.841 0.697
H9 -0.043 2.734 -0.410
H10 1.028 -1.464 -1.532
H11 0.492 -1.088 -2.927
O2 0.350 -1.705 -2.185
H12 -4.887 -2.038 -1.850
H13 -4.693 -1.082 -3.056
O3 -4.966 -1.130 -2.146

Net charge: 0
Highest occupied orbital energy (eV): -8.67
Structure (SMILES): NCCCO.O.O
2S+1: 1
Frontier orbital gap (eV): 9.41
Relative energy (zero: lowest compared OMol25 entry of this formula, charge and spin) (kcal/mol): 42.3
Energy (eV): -10952.9380
LUMO (eV): 0.74

=====

Computed, not measured: a cluster of 3 separate species, C3H13NO3 in total in a non-equilibrium geometry, with ωB97M-V with the def2-TZVPD basis set.

Geometry (Å):
C1 0.325 -2.588 -0.501
N1 1.194 -1.460 -0.130
C2 0.574 -0.152 -0.110
O1 1.470 0.852 -0.563
C3 -1.033 -2.662 0.229
H1 0.883 -3.484 -0.262
H2 0.120 -2.585 -1.567
H3 1.587 -1.675 0.781
H4 0.347 0.148 0.914
H5 -0.316 -0.162 -0.748
H6 1.534 0.800 -1.522
H7 -1.474 -3.630 0.078
H8 -1.721 -1.920 -0.187
H9 -0.935 -2.409 1.293
H10 1.187 3.002 0.030
H11 1.523 3.500 1.485
O2 0.871 3.521 0.785
H12 -1.303 3.593 -0.243
H13 -2.569 3.760 0.565
O3 -2.263 3.552 -0.326

Net charge: 0
Highest occupied orbital energy (eV): -9.31
Structure (SMILES): CCNCO.O.O
2S+1: 1
Frontier orbital gap (eV): 10.03
Relative energy (zero: lowest compared OMol25 entry of this formula, charge and spin) (kcal/mol): 16.7
Energy (eV): -10954.0488
LUMO (eV): 0.72

=====

Computed, not measured: a cluster of 3 separate species, C3H13NO3 in total in a non-equilibrium geometry, with ωB97M-V with the def2-TZVPD basis set.

Geometry (Å):
C1 1.255 0.728 -1.545
C2 0.313 -0.443 -1.230
C3 -0.488 -0.336 0.078
O1 -1.400 -1.396 0.141
N1 1.896 1.154 -0.341
H1 0.688 1.522 -2.031
H2 2.074 0.552 -2.256
H3 0.805 -1.426 -1.235
H4 -0.373 -0.578 -2.067
H5 -1.010 0.629 0.021
H6 0.094 -0.458 0.988
H7 -1.802 -1.549 -0.722
H8 1.367 1.831 0.218
H9 2.112 0.425 0.338
H10 -1.397 4.784 3.422
H11 -0.998 5.272 4.804
O2 -1.739 5.261 4.185
H12 -0.236 -4.765 -0.412
H13 -0.840 -5.553 -1.584
O3 -0.322 -5.652 -0.771

⟨S²⟩: 0.75
Net charge: +1
Highest occupied orbital energy (alpha / beta) (eV): -13.66 / -13.66
2S+1: 2
Frontier orbital gap (alpha / beta) (eV): 9.74 / 4.23
Relative energy (zero: lowest compared OMol25 entry of this formula, charge and spin) (kcal/mol): 62.2
Energy (eV): -10944.1052
LUMO (alpha / beta) (eV): -3.92 / -9.44

=====

Computed, not measured: a cluster of 3 separate species, C3H13NO3 in total in a non-equilibrium geometry, with ωB97M-V with the def2-TZVPD basis set.

Geometry (Å):
C1 -0.807 -2.056 1.408
N1 0.035 -0.858 1.058
C2 -0.615 0.159 0.335
C3 0.195 1.390 -0.053
O1 0.718 0.986 -1.250
H1 -1.409 -2.190 0.530
H2 -1.492 -1.709 2.183
H3 -0.070 -2.802 1.337
H4 0.306 -0.308 1.918
H5 -1.058 -0.239 -0.586
H6 -1.343 0.505 1.066
H7 -0.508 2.278 -0.137
H8 0.927 1.648 0.766
H9 0.990 0.092 -1.152
H10 -0.001 2.427 -6.370
H11 0.042 1.389 -5.431
O2 -0.396 1.588 -6.269
H12 1.244 -1.502 3.624
H13 1.665 -0.114 3.113
O3 1.577 -0.682 3.913

⟨S²⟩: 0.75
Net charge: +1
Highest occupied orbital energy (alpha / beta) (eV): -13.57 / -13.57
2S+1: 2
Frontier orbital gap (alpha / beta) (eV): 9.85 / 4.70
Relative energy (zero: lowest compared OMol25 entry of this formula, charge and spin) (kcal/mol): 83.3
Energy (eV): -10943.1924
LUMO (alpha / beta) (eV): -3.72 / -8.88

=====

Computed, not measured: a cluster of 4 separate species, C3H13NO4 in total in a non-equilibrium geometry, with ωB97M-V with the def2-TZVPD basis set.

Geometry (Å):
C1 -0.130 -0.461 -2.838
C2 0.006 -0.258 -1.330
C3 0.895 -1.242 -0.622
N1 1.671 -2.062 -1.382
O1 0.896 -1.187 0.603
H1 -0.262 -1.472 -3.256
H2 -0.915 0.099 -3.401
H3 0.773 -0.235 -3.345
H4 -0.931 -0.288 -0.683
H5 0.578 0.637 -0.998
H6 1.285 -2.705 -2.065
H7 2.421 -2.607 -0.943
H8 -0.131 2.233 2.738
H9 -0.482 1.546 3.910
O2 -0.692 2.425 3.500
H10 -1.934 1.984 0.546
H11 -0.995 3.096 0.713
O3 -1.049 2.123 0.908
H12 0.125 0.048 2.684
H13 -0.532 -1.159 2.272
O4 -0.597 -0.515 2.989

Net charge: 0
Highest occupied orbital energy (eV): -10.16
Structure (SMILES): CCC(N)=O.O.O.O
2S+1: 1
Frontier orbital gap (eV): 10.65
Relative energy (zero: lowest compared OMol25 entry of this formula, charge and spin) (kcal/mol): 39.7
Energy (eV): -13001.4455
LUMO (eV): 0.49

=====

Computed, not measured: a cluster of 3 separate species, C3H13NO4 in total in a non-equilibrium geometry, with ωB97M-V with the def2-TZVPD basis set.

Geometry (Å):
C1 -0.710 -0.475 1.248
O1 0.502 -0.995 1.729
C2 -0.588 0.165 -0.158
C3 -1.113 -0.794 -1.280
O2 -0.023 -0.850 -2.221
N1 -1.336 1.361 -0.252
H1 -1.492 -1.233 1.242
H2 -0.944 0.247 2.032
H3 0.787 -1.783 1.262
H4 0.486 0.194 -0.426
H5 -1.947 -0.327 -1.815
H6 -1.392 -1.804 -0.991
H7 -0.276 -1.371 -2.992
H8 -1.060 1.995 0.496
H9 -1.279 1.710 -1.214
H10 -0.519 2.925 2.475
H11 0.788 2.431 2.627
O3 0.262 2.809 1.899
H12 1.687 -1.787 -0.931
H13 2.669 -0.621 -1.247
O4 2.590 -1.573 -1.166

⟨S²⟩: 0.75
Net charge: +1
Highest occupied orbital energy (alpha / beta) (eV): -14.45 / -14.44
2S+1: 2
Frontier orbital gap (alpha / beta) (eV): 11.25 / 5.48
Relative energy (zero: lowest compared OMol25 entry of this formula, charge and spin) (kcal/mol): 23.9
Energy (eV): -12991.6934
LUMO (alpha / beta) (eV): -3.20 / -8.96

=====

Computed, not measured: a cluster of 4 separate species, C3H13O5 in total in a non-equilibrium geometry, with ωB97M-V with the def2-TZVPD basis set.

Geometry (Å):
C1 1.516 -0.700 1.130
O1 2.262 -1.122 0.014
C2 1.223 0.767 1.358
C3 0.199 1.376 0.365
O2 -1.114 1.089 0.556
H1 0.626 -1.310 1.204
H2 2.192 -1.112 1.937
H3 1.991 1.431 1.204
H4 0.711 0.670 2.357
H5 0.265 2.437 0.730
H6 0.372 1.262 -0.678
H7 -1.918 0.584 -0.890
H8 -2.648 -1.015 0.332
H9 -1.403 -0.398 1.143
O3 -1.901 -1.281 0.871
H10 -0.603 -1.175 -1.878
H11 -2.230 1.155 -2.125
O4 -1.919 0.407 -1.784
H12 1.762 -1.383 -0.818
H13 0.514 -0.501 -2.662
O5 0.102 -1.182 -2.367

Net charge: -1
Highest occupied orbital energy (eV): -3.43
2S+1: 1
Frontier orbital gap (eV): 7.25
Relative energy (zero: lowest compared OMol25 entry of this formula, charge and spin) (kcal/mol): 62.4
Energy (eV): -13557.7500
LUMO (eV): 3.82

=====

Computed, not measured: a structure of composition C3H14BeF6NO10S2 in a non-equilibrium geometry, with ωB97M-V with the def2-TZVPD basis set.

Geometry (Å):
Be1 -0.056 -0.769 -0.005
C1 -1.675 2.253 0.831
F1 -1.932 2.258 -0.501
F2 -1.654 3.549 1.330
F3 -2.668 1.537 1.553
S1 0.086 1.468 1.185
O1 1.116 2.422 1.713
O2 -0.241 0.430 2.136
N1 0.382 0.711 -0.331
S2 1.200 1.761 -1.130
O3 0.624 3.087 -0.949
O4 2.675 1.661 -1.011
C2 0.753 1.316 -2.984
F4 -0.431 0.643 -3.182
F5 0.828 2.363 -3.810
F6 1.646 0.315 -3.388
O5 -1.823 -0.533 0.517
H1 -2.623 -0.509 -0.007
H2 -1.921 0.189 1.138
O6 1.111 -1.519 -1.308
H3 1.783 -1.151 -1.883
H4 0.878 -2.354 -1.716
O7 1.721 -0.542 0.730
H5 2.383 -1.231 0.794
H6 2.186 0.202 0.348
O8 -1.061 -0.573 -1.492
H7 -1.047 0.040 -2.228
H8 -1.985 -0.798 -1.385
O9 -0.204 -2.603 -0.051
H9 0.617 -3.096 -0.078
H10 -0.886 -3.267 -0.148
C3 0.299 -0.961 2.733
O10 -0.391 -1.583 1.620
H11 -0.323 -0.203 3.208
H12 0.485 -1.778 3.430
H13 1.244 -0.648 2.289
H14 -1.096 -2.088 2.032

Net charge: +1
Highest occupied orbital energy (eV): -11.51
2S+1: 1
Frontier orbital gap (eV): 8.01
Relative energy (zero: lowest compared OMol25 entry of this formula, charge and spin) (kcal/mol): 256.3
Energy (eV): -63659.7184
LUMO (eV): -3.49

=====

Computed, not measured: a cluster of 3 separate species, C3H14N2O in total in a non-equilibrium geometry, with ωB97M-V with the def2-TZVPD basis set.

Geometry (Å):
C1 0.794 1.250 0.312
C2 -0.411 1.144 1.357
C3 -1.019 0.071 0.610
N1 -2.752 0.617 1.858
N2 1.033 -0.080 -0.360
H1 1.561 1.898 0.723
H2 0.338 1.991 -0.434
H3 -0.863 2.067 1.491
H4 0.111 0.779 2.269
H5 -1.537 0.346 -0.295
H6 -1.038 -1.008 0.611
H7 -3.322 1.434 1.510
H8 -2.452 0.579 2.753
H9 -2.939 -0.309 1.548
H10 2.087 -0.150 -0.740
H11 0.669 -0.640 -1.248
H12 0.861 -0.699 0.512
H13 1.722 -2.352 -4.008
H14 3.088 -2.740 -3.458
O1 2.195 -2.467 -3.175

Net charge: +2
Highest occupied orbital energy (eV): -17.49
2S+1: 1
Frontier orbital gap (eV): 7.36
Relative energy (zero: lowest compared OMol25 entry of this formula, charge and spin) (kcal/mol): 142.6
Energy (eV): -8343.4754
LUMO (eV): -10.14

=====

Computed, not measured: a cluster of 2 separate species, C3H14N2O in total in a non-equilibrium geometry, with ωB97M-V with the def2-TZVPD basis set.

Geometry (Å):
C1 0.432 0.017 0.356
C2 -0.505 -0.407 -0.828
C3 0.139 -1.618 -1.524
N1 -0.847 -1.966 -2.585
N2 -0.082 1.079 1.511
H1 1.213 0.636 0.074
H2 0.787 -0.843 0.849
H3 -0.672 0.472 -1.492
H4 -1.506 -0.734 -0.532
H5 1.201 -1.551 -1.796
H6 0.262 -2.395 -0.679
H7 -0.529 -2.396 -3.463
H8 -1.718 -2.437 -2.284
H9 -1.159 -1.025 -2.907
H10 -0.406 0.497 2.367
H11 -0.785 1.826 1.243
H12 0.688 1.772 1.788
H13 1.914 2.828 3.406
H14 0.513 3.361 3.561
O1 1.060 2.883 2.936

Net charge: +2
Highest occupied orbital energy (eV): -19.11
2S+1: 1
Frontier orbital gap (eV): 12.48
Relative energy (zero: lowest compared OMol25 entry of this formula, charge and spin) (kcal/mol): 25.3
Energy (eV): -8348.5635
LUMO (eV): -6.63